{"formula": "C5H8O", "method": "the ωB97M-V functional and the def2-TZVPD basis", "e_above_lowest_kcal_mol": 61.7, "smiles": "C[C@H]1C[C@H]1C=O", "e_homo_ev": -8.9, "lumo_ev": 0.82, "orbital_gap_ha": 0.35756, "total_energy_ev": -7359.5795, "largest_force_ev_per_a": 1.23, "elements": ["C", "C", "C", "C", "C", "O", "H", "H", "H", "H", "H", "H", "H", "H"], "coordinates": [[1.210, 1.209, -0.341], [0.462, -0.110, -0.628], [0.473, -1.170, 0.366], [-0.976, -0.897, 0.094], [-1.783, 0.212, 0.552], [-1.371, 1.354, 0.621], [1.384, 1.401, 0.724], [2.215, 1.103, -0.802], [0.766, 2.108, -0.772], [0.410, -0.330, -1.683], [0.867, -0.940, 1.349], [0.745, -2.141, -0.030], [-1.548, -1.800, -0.202], [-2.856, 0.000, 0.753]], "atomic_forces_ev_per_a": [[-0.42, -0.14, 0.00], [-0.10, -0.37, -0.20], [0.48, -0.21, 0.09], [0.23, 0.62, -0.33], [0.19, 0.48, 0.25], [-0.60, 0.11, 0.68], [-0.30, -0.19, -0.22], [-0.49, -0.20, 0.08], [-0.16, -0.23, 0.03], [0.35, -0.52, -0.02], [0.16, 0.01, -0.05], [0.01, -0.22, 0.37], [0.50, 0.91, -0.65], [0.16, -0.07, -0.02]]}